# C49H42Br2N7NaO7S

A structure of composition C49H42Br2N7NaO7S in a non-equilibrium geometry (ωB97M-V/def2-TZVPD, the Open Molecules 2025 dataset).

For the total energy, the calculation gives -231594.6212 eV. Its total charge is -2. The gap between HOMO and LUMO is 0.1322 hartree.

Last column: Löwdin charge in e.
Element x y z (Å)
Na 1.285 0.729 -1.796  0.219
Br -2.533 1.311 -5.062  0.711
C -0.879 2.236 -5.294  -0.591
C -0.777 3.147 -6.333  -0.214
C 0.383 3.861 -6.498  -0.643
Br 0.457 5.137 -7.928  0.658
C 1.490 3.676 -5.647  -0.203
C 2.715 4.369 -5.749  -0.060
C 3.730 4.083 -4.876  -0.063
C 3.529 3.089 -3.905  -0.130
N 2.402 2.442 -3.774  0.158
C 1.382 2.711 -4.601  -0.125
C 0.152 1.953 -4.366  -0.419
O 0.049 1.132 -3.426  -0.158
H -1.614 3.288 -7.003  0.081
H 2.839 5.124 -6.514  0.064
H 4.674 4.610 -4.933  0.093
H 4.319 2.819 -3.213  0.106
C -8.880 -4.746 7.399  -0.104
O -7.496 -4.899 7.599  -0.091
C -6.667 -4.366 6.646  -0.279
C -5.301 -4.539 6.851  -0.012
C -4.391 -4.037 5.947  -0.025
C -4.813 -3.343 4.804  -0.152
C -6.188 -3.177 4.616  -0.013
C -7.105 -3.677 5.519  -0.021
C -3.893 -2.792 3.833  -0.280
N -4.237 -2.106 2.762  0.187
C -3.073 -1.763 2.140  -0.166
C -1.987 -2.254 2.850  -0.133
N -2.527 -2.909 3.926  0.173
C -0.638 -2.069 2.459  -0.081
C 0.477 -2.554 3.160  -0.024
C 1.734 -2.314 2.664  -0.049
C 1.849 -1.599 1.465  -0.108
N 0.823 -1.120 0.801  0.166
C -0.411 -1.328 1.270  -0.120
C -1.534 -0.790 0.519  -0.152
N -1.250 -0.089 -0.583  0.150
C -2.236 0.348 -1.329  -0.131
C -3.587 0.160 -1.010  -0.038
C -3.903 -0.513 0.145  -0.011
C -2.865 -1.018 0.935  -0.084
H -9.368 -5.231 8.242  0.088
H -9.208 -5.225 6.470  0.094
H -9.172 -3.691 7.375  0.094
H -4.969 -5.076 7.731  0.116
H -3.336 -4.189 6.136  0.103
H -6.515 -2.642 3.737  0.113
H -8.159 -3.526 5.336  0.100
H -2.013 -3.390 4.640  0.138
H 0.338 -3.108 4.082  0.101
H 2.617 -2.665 3.181  0.100
H 2.821 -1.411 1.025  0.092
H -1.944 0.869 -2.233  0.059
H -4.354 0.543 -1.669  0.101
H -4.927 -0.667 0.463  0.107
O 4.010 -0.683 -3.761  0.025
C 5.083 -0.417 -3.263  -0.241
C 5.404 -0.202 -1.863  -0.111
C 6.739 -0.235 -1.506  0.030
C 7.157 -0.092 -0.188  -0.196
C 6.188 0.170 0.813  -0.009
C 4.874 0.244 0.495  -0.017
C 4.375 0.026 -0.851  -0.358
O 3.159 0.063 -1.090  -0.053
N 8.519 -0.198 0.142  -0.386
O 9.340 -0.445 -0.747  0.000
O 8.863 -0.048 1.318  0.005
H 5.978 -0.348 -3.927  0.116
H 7.492 -0.394 -2.268  0.115
H 6.531 0.324 1.827  0.109
H 4.125 0.485 1.238  0.112
C -1.423 3.166 1.949  -0.100
N -1.651 4.170 0.925  -0.271
C -3.047 4.202 0.544  -0.131
C -0.780 3.957 -0.240  -0.188
C 0.681 4.111 0.108  -0.309
C 1.046 5.246 0.841  -0.102
C 2.368 5.468 1.187  -0.157
C 3.334 4.559 0.783  -0.153
C 2.962 3.437 0.046  -0.177
C 1.637 3.174 -0.307  -0.046
H -2.006 3.419 2.839  0.073
H -0.366 3.153 2.209  0.082
H -1.707 2.156 1.619  0.075
H -3.658 4.436 1.421  0.070
H -3.396 3.245 0.130  0.071
H -3.201 4.980 -0.207  0.075
H -1.055 4.725 -0.974  0.116
H -0.934 2.973 -0.704  0.099
H 0.274 5.947 1.149  0.089
H 2.645 6.345 1.764  0.072
H 4.377 4.725 1.044  0.073
H 3.745 2.740 -0.249  0.051
O -0.919 -2.352 -2.212  -0.515
S 0.176 -1.917 -3.108  0.960
C 0.454 -3.395 -4.202  -0.295
C 1.208 -4.462 -3.396  -0.230
C 1.581 -3.851 -2.037  -0.242
C 1.722 -2.361 -2.264  -0.316
H 1.027 -3.038 -5.057  0.081
H -0.527 -3.723 -4.537  0.079
H 2.111 -4.767 -3.928  0.100
H 0.595 -5.354 -3.253  0.098
H 2.487 -4.298 -1.621  0.109
H 0.763 -4.002 -1.329  0.099
H 2.533 -2.094 -2.940  0.078
H 1.796 -1.784 -1.350  0.050

Atoms 1-3, force components in eV/Å:
Na 0.0629 0.8887 0.8500
Br 0.0307 -0.0023 -0.0677
C -0.0979 -0.2225 0.2424

=====

# C41H38Br2F7P

A cluster of 7 separate species, C41H38Br2F7P in total in a non-equilibrium geometry (ωB97M-V/def2-TZVPD, the Open Molecules 2025 dataset).

For the total energy, the calculation gives -211528.0446 eV. As for the SMILES: C/C(Br)=C(/Br)P[C@@H](C)F.Fc1ccccc1.Fc1ccccc1.Fc1ccccc1.Fc1ccccc1.Fc1ccccc1.Fc1ccccc1. The gap between HOMO and LUMO is 0.3469 hartree.

Last column: Löwdin charge in e.
Element x y z (Å)
C 1.910 2.846 -1.308  -0.169
C 1.315 1.923 -0.316  -0.843
Br 0.107 0.613 -1.007  0.710
C 1.557 1.921 0.959  -0.976
Br 0.789 0.698 2.203  0.709
P 2.735 3.147 1.619  0.957
C 4.182 2.071 2.063  -0.584
C 5.385 2.900 2.469  -0.097
F 3.881 1.175 3.081  -0.100
H 1.690 2.470 -2.292  0.058
H 1.559 3.855 -1.198  0.052
H 2.982 2.872 -1.221  0.067
H 2.178 3.577 2.841  -0.038
H 4.383 1.489 1.172  0.107
H 5.338 3.867 1.998  0.055
H 5.441 2.974 3.545  0.080
H 6.278 2.394 2.132  0.073
F 1.721 -6.345 5.112  0.035
C 1.646 -5.030 4.806  -0.280
C 2.578 -4.164 5.339  -0.019
C 2.497 -2.816 5.019  -0.075
C 1.488 -2.357 4.184  -0.100
C 0.560 -3.247 3.662  -0.081
C 0.638 -4.597 3.970  -0.011
H 3.352 -4.543 5.993  0.117
H 3.224 -2.124 5.422  0.106
H 1.426 -1.304 3.940  0.029
H -0.229 -2.888 3.015  0.100
H -0.072 -5.308 3.569  0.119
F -0.465 -12.800 3.718  0.052
C -0.104 -11.606 4.231  -0.292
C -0.689 -11.175 5.404  -0.022
C -0.311 -9.948 5.929  -0.080
C 0.635 -9.169 5.277  -0.094
C 1.208 -9.621 4.096  -0.078
C 0.842 -10.851 3.568  -0.020
H -1.429 -11.795 5.893  0.115
H -0.757 -9.600 6.851  0.104
H 0.925 -8.214 5.687  0.079
H 1.942 -9.013 3.585  0.105
H 1.282 -11.224 2.652  0.116
F -1.946 -1.388 4.414  0.047
C -3.108 -2.069 4.397  -0.291
C -3.883 -2.041 3.255  -0.018
C -5.075 -2.749 3.238  -0.084
C -5.478 -3.464 4.357  -0.098
C -4.685 -3.475 5.496  -0.083
C -3.487 -2.777 5.519  -0.016
H -3.553 -1.472 2.396  0.118
H -5.691 -2.742 2.349  0.104
H -6.411 -4.012 4.341  0.100
H -4.999 -4.029 6.370  0.105
H -2.849 -2.779 6.393  0.119
F 0.989 5.364 -2.901  0.035
C -0.331 5.659 -2.880  -0.275
C -0.918 6.172 -4.016  -0.024
C -2.274 6.461 -3.997  -0.086
C -3.016 6.243 -2.846  -0.086
C -2.403 5.731 -1.710  -0.071
C -1.050 5.430 -1.725  -0.013
H -0.319 6.338 -4.903  0.105
H -2.753 6.851 -4.885  0.109
H -4.074 6.469 -2.834  0.105
H -2.980 5.563 -0.811  0.108
H -0.556 5.021 -0.852  0.112
F -4.019 4.610 -6.462  0.050
C -3.900 3.393 -5.890  -0.285
C -2.733 3.077 -5.227  -0.015
C -2.613 1.828 -4.636  -0.074
C -3.654 0.914 -4.723  -0.094
C -4.818 1.251 -5.399  -0.084
C -4.949 2.502 -5.985  -0.019
H -1.931 3.801 -5.175  0.102
H -1.706 1.570 -4.105  0.095
H -3.556 -0.061 -4.264  0.101
H -5.629 0.538 -5.471  0.104
H -5.851 2.786 -6.510  0.117
F 6.171 4.775 -6.862  0.057
C 4.858 5.073 -6.847  -0.288
C 4.275 5.590 -7.985  -0.019
C 2.922 5.892 -7.967  -0.082
C 2.176 5.682 -6.816  -0.095
C 2.781 5.164 -5.679  -0.075
C 4.133 4.851 -5.693  -0.013
H 4.876 5.753 -8.870  0.117
H 2.449 6.292 -8.854  0.105
H 1.120 5.922 -6.807  0.089
H 2.203 5.003 -4.780  0.081
H 4.624 4.440 -4.821  0.117

Atoms 1-3, force components in eV/Å:
C 0.1583 -0.2908 -0.5309
C -0.9135 -0.8141 -1.2010
Br 0.0893 0.2129 -0.2746

=====

# C4H15N2O

A cluster of 2 separate species, C4H15N2O in total (ωB97M-V/def2-TZVPD, the Open Molecules 2025 dataset).

For the total energy, the calculation gives -9412.3422 eV. Its total charge is +1. The gap between HOMO and LUMO is 0.3996 hartree.

Last column: natural (NBO) charge in e.
Element x y z (Å)
C -1.804 0.315 -0.868  -0.428
N -1.402 -1.036 -0.406  -0.651
C -1.342 -1.955 -1.538  -0.431
H -1.082 0.610 -1.632  0.201
H -2.767 0.279 -1.382  0.210
H -1.853 1.028 -0.051  0.209
H -2.065 -1.363 0.288  0.385
H -2.138 -1.797 -2.268  0.207
H -1.359 -3.003 -1.240  0.223
H -0.395 -1.844 -2.078  0.195
C 1.483 1.638 0.558  -0.078
O 2.054 2.731 1.236  -0.697
C 1.417 0.493 1.552  -0.243
N 1.056 -0.774 0.852  -0.715
H 2.084 1.384 -0.325  0.165
H 0.483 1.875 0.174  0.174
H 1.686 3.551 0.864  0.492
H 2.404 0.389 2.001  0.235
H 0.675 0.712 2.316  0.229
H 1.711 -0.892 0.081  0.423
H 0.062 -0.768 0.377  0.459
H 1.093 -1.572 1.488  0.435

Atoms 1-3, force components in eV/Å:
C -0.0648 -0.6333 -0.4849
N 0.1087 0.6860 0.3592
C 0.4576 -0.5917 -0.5116